[1]
# C16H16NO4SeW

A structure of composition C16H16NO4SeW (ωB97M-V/def2-TZVPD, OMol25).

Calculated values
- Orbital gap (alpha / beta): 5.202 / 5.229 eV
- Total charge: +3
- E_HOMO (alpha / beta): -17.389 / -17.360 eV

Structure (XYZ):
```
39
Properties=species:S:1:pos:R:3:forces:R:3
H -1.12967 -5.20360 -0.01027 0.0 0.0 0.0
C -0.58666 -3.40767 -1.92268 -0.1 0.0 0.0
C 0.69907 5.05847 -2.55006 -0.1 0.0 0.1
C -0.88902 -4.24245 0.42720 0.0 0.1 -0.2
H 0.14723 -0.47523 3.24263 -0.1 -0.1 0.0
O -1.29091 2.20510 0.61984 0.1 0.2 -0.2
C -1.20099 -5.28160 2.70159 0.0 0.1 -0.2
H 1.09942 -0.14028 1.85983 0.3 -0.1 0.0
O 2.49205 1.55209 0.02369 0.0 0.1 0.0
C -0.88785 -4.11793 1.80982 0.0 -0.1 0.2
H 0.73098 5.88607 -3.24745 0.0 0.0 0.0
H -0.31370 -5.55435 3.27565 0.0 0.0 0.1
H -1.38686 5.33049 -2.09055 0.0 0.0 0.0
Se 0.07112 -0.46489 -0.89906 0.0 0.3 0.1
H -0.71544 0.32661 1.97585 0.0 0.0 -0.1
C 0.05833 -0.47522 2.15515 0.1 0.0 0.2
C -0.59241 -3.18464 -0.43747 0.0 -0.3 0.1
H 0.43156 -3.43635 -2.31490 0.0 0.0 0.0
C 2.82997 2.41602 -0.82801 0.1 0.2 -0.1
H 2.80531 4.58134 -2.71837 0.0 0.0 0.0
C -0.28011 -1.79901 1.56548 0.0 0.0 0.1
C 1.74921 3.27449 -1.37655 0.1 0.0 0.0
H -1.52062 -6.14799 2.12825 0.0 0.0 0.0
H 4.69071 2.04136 -0.79608 0.0 0.1 -0.1
W 0.52399 1.30858 0.56055 -0.2 -0.5 0.0
C -0.49825 4.73989 -1.90199 0.1 0.1 -0.1
C 1.85228 4.33193 -2.26771 0.0 0.0 0.0
H -2.99874 4.40580 -0.59407 0.0 0.0 0.0
O 4.02455 2.62711 -1.21658 -0.1 -0.2 0.1
H -1.14750 -2.64194 -2.46127 0.0 0.0 0.0
N 0.59292 2.94076 -0.79888 0.0 0.0 0.0
O -2.77370 3.64776 -0.02335 0.0 0.1 -0.1
H -1.05083 -4.36375 -2.15226 0.0 0.0 0.0
C -0.50523 3.67626 -1.01834 -0.2 -0.1 0.1
C -0.29153 -1.95993 0.16966 0.0 0.2 0.0
C -0.57467 -2.86541 2.37985 0.0 0.0 -0.1
C -1.59632 3.17915 -0.12633 0.0 0.0 0.0
H -0.57227 -2.75135 3.45733 0.0 0.0 0.0
H -1.99544 -5.01571 3.39988 0.0 0.0 0.1
```
Forces are in eV/Å.

---

[2]
# C4H12N2S

The molecule C4H12N2S (ωB97M-V/def2-TZVPD, OMol25).

Calculated values
- Energy above the lowest of the compared OMol25 structures with the same formula, charge and spin: 0.7542 eV
- Orbital gap: 9.016 eV
- Total charge: 0
- E_HOMO: -8.104 eV
- SMILES: CN[C@H](CN)CS

Structure (XYZ):
```
19
Properties=species:S:1:pos:R:3:forces:R:3
H 2.56580 0.68521 -0.07835 -0.1 0.0 0.0
C -0.09836 1.22117 -0.45872 -0.2 -1.7 -0.2
H -0.78763 -0.63426 -1.11007 0.4 -0.3 0.0
H 3.17602 -0.95418 0.11764 0.0 0.0 0.0
H 0.34100 1.65783 0.43784 0.1 0.4 -0.2
H -0.31796 -0.53045 1.84221 -0.3 -0.3 0.3
C -0.14320 -0.33782 -0.26840 -0.9 0.2 -0.7
C 2.29892 -0.32454 0.25764 -0.2 -0.1 0.2
C -0.82074 -0.95444 0.96988 0.2 1.1 -0.5
S -2.62010 -0.60608 1.03744 0.0 -0.5 0.1
N 1.16703 -0.95038 -0.42633 0.6 -0.1 -0.5
H 0.54933 1.27568 -1.33841 0.4 0.5 0.3
H -3.04191 -1.85350 0.70652 0.2 0.5 0.1
H -0.67655 -2.02277 0.90317 0.1 -0.1 0.3
H 1.41862 -1.03159 -1.41129 -0.3 0.0 0.3
H -1.95511 2.10637 -0.06873 0.1 -0.2 0.2
H -1.84016 1.64907 -1.63153 0.4 -0.5 -0.2
H 2.09875 -0.27700 1.32971 0.0 0.0 0.0
N -1.31374 1.88166 -0.81021 -0.6 1.3 0.6
```
Forces are in eV/Å.

---

[3]
# C8H14NO3

A structure of composition C8H14NO3 (ωB97M-V/def2-TZVPD, OMol25).

Calculated values
- Energy above the lowest of the compared OMol25 structures with the same formula, charge and spin: 0.9992 eV
- Spin multiplicity: 3
- <S²>: 2.01
- Orbital gap (alpha / beta): 6.452 / 6.929 eV
- Total charge: +1
- E_HOMO (alpha / beta): -10.008 / -14.671 eV

Structure (XYZ):
```
26
Properties=species:S:1:pos:R:3:forces:R:3
H 0.98050 0.20331 -2.02376 0.5 0.0 0.0
H 0.44245 -0.13567 2.14642 -1.2 -1.2 0.2
H 2.49132 -0.21912 0.01359 0.0 -1.4 -0.1
N -0.18154 -2.19949 -0.25047 0.8 1.2 0.5
H 0.30976 -2.78562 0.40439 -0.2 -1.1 0.3
C -0.45150 -0.80044 1.91848 4.4 1.1 -3.0
O -2.77010 -1.69183 -0.34238 1.2 1.0 0.6
C 1.06428 1.35681 0.29841 -1.1 1.2 2.4
C 0.03982 0.67243 -1.81390 -2.8 -3.2 1.6
H 0.95337 2.45398 0.13904 0.4 -0.3 -0.5
C -0.60920 -0.92555 0.42072 -2.2 -4.1 1.2
H -0.76854 0.00014 -2.18418 0.3 -0.2 -0.2
H -0.16655 1.47723 -2.41912 0.0 2.4 -1.3
H 1.14117 1.44665 1.44739 -0.8 -0.6 -1.6
H -1.30111 -0.42145 2.27887 -3.2 1.9 1.6
H 2.59224 1.06757 -1.13077 1.0 0.6 -2.2
C -0.28244 0.87839 -0.35554 3.5 6.4 -1.0
H 0.45951 -2.08459 -1.02643 0.5 0.7 -0.2
H 3.07277 1.22227 0.54586 1.9 1.1 0.9
H -1.02470 -2.52272 -0.69785 -1.1 -1.3 0.1
O -1.85860 2.65171 0.31797 0.1 -0.1 0.3
C -1.57143 1.53306 0.07800 1.5 -1.3 -1.1
O -2.54032 0.51228 0.08927 -0.8 -0.8 0.3
C -2.07066 -0.75537 0.00737 -0.6 0.5 -1.2
H -0.37250 -1.75654 2.28762 0.6 -2.3 1.2
C 2.42199 0.82256 -0.14900 -2.8 -0.2 1.0
```
Forces are in eV/Å.

---

[4]
# C28H20I3IrN5O

A structure of composition C28H20I3IrN5O (ωB97M-V/def2-TZVPD, OMol25).

Calculated values
- Energy above the lowest of the compared OMol25 structures with the same formula, charge and spin: 1.2005 eV
- Spin multiplicity: 5
- <S²>: 6.03
- Orbital gap (alpha / beta): 6.132 / 4.210 eV
- Total charge: +1
- E_HOMO (alpha / beta): -9.599 / -9.686 eV

Structure (XYZ):
```
58
Properties=species:S:1:pos:R:3:forces:R:3
H -4.75691 -3.63345 -0.99474 0.0 0.0 0.0
C 4.41389 -1.99735 -1.32594 -0.4 0.3 0.0
H 2.08169 -0.78295 1.87786 0.0 -0.1 0.0
C 1.31329 -0.17095 3.77976 -0.4 0.3 0.3
C 1.58099 5.64925 -0.59554 0.5 -0.2 0.0
C -1.98301 4.72065 -1.25334 0.5 1.1 0.2
C 0.31419 -4.77885 -0.42214 0.0 -0.1 0.0
H -0.39631 -5.57235 -0.24424 0.0 -0.1 0.0
I 2.49189 0.34765 -1.22824 1.0 -0.5 -0.2
C -0.87751 5.50105 -0.97254 -0.6 0.1 0.0
C -4.33511 -2.84065 -1.61654 0.0 -0.5 -0.3
H 2.01489 -6.06465 -0.37104 0.0 -0.1 -0.1
C -0.76771 0.75325 2.28666 -0.1 0.1 -0.2
H -3.33481 -3.12735 -1.93174 0.0 0.0 0.0
H -1.65441 1.43285 4.10856 -0.1 0.0 0.0
H 4.26989 -5.34505 -0.88684 0.1 -0.1 0.0
C 3.08869 -1.69555 -1.13744 0.0 0.5 0.0
C -1.84541 3.36925 -1.47414 1.0 -1.7 -0.1
C 2.58099 -4.02925 -0.76564 0.0 0.4 -0.1
C 0.21519 0.58715 5.83526 0.0 0.1 0.6
N 1.75549 2.94215 -1.10074 0.7 -0.4 0.0
C 0.72499 -2.40365 -0.74844 -0.4 1.2 0.0
H 5.11459 -1.20775 -1.54584 0.1 0.1 0.0
H -2.96221 5.17205 -1.29934 -0.1 0.0 0.0
H -6.09691 -1.60235 0.16386 0.1 0.0 -0.1
C 2.83219 3.64005 -0.82264 -0.4 -0.3 -0.1
C 3.94889 -4.31615 -0.95314 0.2 0.1 0.0
C -5.52641 -0.96555 -0.51744 -0.6 0.3 0.2
N -4.27561 -1.59965 -0.87304 -0.2 0.0 -0.1
C 2.11549 -2.68255 -0.87254 0.4 -0.2 -0.2
H -5.33591 -0.00925 -0.03574 0.0 0.0 0.0
H -1.56411 1.11755 1.65296 -0.1 0.0 0.0
C 0.41449 4.92525 -0.90364 -0.4 -0.1 -0.1
I -1.20301 7.54915 -0.60844 0.1 -0.3 -0.1
H 2.15909 -0.53565 4.33816 0.1 -0.1 0.0
C 1.65219 -5.05515 -0.50114 -0.2 0.0 0.0
N 0.24659 0.13755 1.67126 -0.1 -0.1 0.0
O -0.51061 1.46885 -1.74234 0.8 -3.7 -0.1
C 0.55919 3.53095 -1.15474 -0.9 0.2 -0.1
C 2.79609 5.00875 -0.56574 -0.3 0.4 0.1
C -0.14571 -3.46325 -0.57464 -0.1 0.0 0.1
C 0.24159 0.45355 4.42946 0.0 -0.2 -1.4
N 0.16909 0.68075 6.97606 0.0 0.0 0.3
N -2.10861 -0.73555 -0.13274 -0.4 -0.1 -0.1
H 3.75339 3.07605 -0.80794 0.3 0.1 0.1
H 3.70799 5.54065 -0.34924 0.1 0.1 0.0
H -4.96311 -2.70485 -2.49734 0.0 0.0 0.0
Ir -0.01241 -0.40055 -0.55224 -0.4 0.1 -0.1
H 1.51519 6.70605 -0.38104 0.0 0.0 0.0
C -0.59361 2.69245 -1.46594 -1.1 3.2 0.8
C -0.81801 0.93165 3.65046 0.4 -0.1 0.4
H -6.11211 -0.79115 -1.42134 0.0 0.0 0.0
H -1.21471 -3.30155 -0.53404 0.0 0.1 0.0
C 1.26779 -0.30845 2.41046 0.1 0.0 -0.3
C -3.14411 -1.12495 -0.49664 0.7 0.3 0.3
C 4.84679 -3.32275 -1.24174 -0.1 -0.4 0.1
I -3.53431 2.18325 -1.85094 0.0 0.3 0.0
H 5.88609 -3.54865 -1.40994 0.2 -0.1 0.0
```
Forces are in eV/Å.